No. 1
# C4H8BrNO

2 unconnected molecules or ions with the total composition C4H8BrNO (ωB97M-V/def2-TZVPD, OMol25).

```
15
Properties=species:S:1:pos:R:3:forces:R:3
C -0.17029 -0.19793 -1.83391 0.05 -0.21 0.31
C 0.24661 0.09513 -0.60755 -0.16 0.30 -0.21
C 0.85341 1.41551 -0.23298 0.03 -0.01 -0.06
C 0.02796 -0.88977 0.48786 -0.31 -0.18 -0.14
N 0.95080 -0.92803 1.46346 0.38 0.06 0.31
O -0.95988 -1.61704 0.52325 0.24 -0.37 -0.03
H -0.62922 -1.14988 -2.04896 -0.06 -0.11 0.02
H -0.05399 0.49368 -2.65064 0.02 0.19 -0.11
H 0.62567 2.15633 -0.99620 0.06 0.04 0.01
H 0.44922 1.75911 0.71987 0.03 0.09 -0.02
H 1.93862 1.34724 -0.14516 0.10 0.05 0.06
H 1.75753 -0.32694 1.47344 -0.10 -0.08 -0.07
H 0.81140 -1.56286 2.23281 -0.04 0.04 -0.06
Br -3.41675 0.19424 0.95227 -0.66 0.57 0.15
H -2.43109 -0.78878 0.66244 0.43 -0.38 -0.16
```
Positions in Å, forces in eV/Å.

Output
- Total charge: 0
- SMILES string: C=C(C)C(N)=O.Br
- LUMO level: 0.667 eV
- ΔE to the lowest compared entry with this formula, charge and spin: 0.0 kcal/mol
- Largest force on an atom: 0.88 eV/A
- Frontier orbital gap: 10.6256 eV
- HOMO energy: -9.96 eV

***

No. 2
# C4H8BrNO

2 unconnected molecules or ions with the total composition C4H8BrNO (ωB97M-V/def2-TZVPD, OMol25).

```
15
Properties=species:S:1:pos:R:3:forces:R:3
C -0.51648 1.35508 -0.75579 -3.47 0.77 0.11
C -1.02636 -0.31852 1.03994 -2.51 -3.38 0.35
C 1.31713 -0.50244 -0.05124 1.31 0.06 -0.60
C -0.48346 0.90064 0.65002 2.34 3.46 -0.63
N 1.12825 -1.04566 -1.16974 -0.62 -0.78 -0.87
O 0.45902 -2.23256 -1.19404 -0.86 -1.44 2.68
Br -0.12576 2.20987 2.00469 -0.34 -0.41 -0.49
H -1.04911 0.58959 -1.41554 1.28 0.86 0.75
H -1.20080 2.26964 -0.82074 1.02 -0.83 -0.05
H 0.47438 1.60747 -1.00941 0.88 0.46 -1.19
H -0.91302 -0.75535 2.01014 0.12 -0.26 0.18
H -1.44067 -0.85189 0.17884 -0.33 -0.24 0.81
H 0.22813 -2.58995 -0.20917 0.85 1.36 -2.87
H 1.92736 0.34379 -0.12656 0.75 1.31 0.19
H 1.22138 -0.97972 0.86861 -0.43 -0.97 1.64
```
Positions in Å, forces in eV/Å.

Output
- Total charge: 0
- LUMO level (spin up / spin down): 0.664 / -2.216 eV
- ΔE to the lowest compared entry with this formula, charge and spin: 83.9 kcal/mol
- Largest force on an atom: 4.22 eV/A
- Frontier orbital gap (spin up / spin down): 6.7839 / 7.9413 eV
- HOMO energy (spin up / spin down): -6.12 / -10.16 eV
- Spin multiplicity: 3